Density functional theory data (the ωB97M-V functional and the def2-TZVPD basis) for 3 unconnected molecules or ions with the total composition C2H11N2O3 in a non-equilibrium geometry.

Properties
- HOMO: -14.1 eV
- LUMO level: -3.1789 eV
- Energy relative to the best compared isomer or geometry (same formula, charge and spin): 42.01 kcal per mole
- Total charge: +1
- Largest force on an atom: 0.1072 hartree/bohr
- E: -417.77404 Ha
- 2S+1: 1

Geometry as XYZ:
```
18
Properties=species:S:1:pos:R:3:mulliken_charge:R:1
N -0.6284 -1.0223 -1.5639 -0.29
C -0.5473 -0.4582 -0.1494 -0.83
C 0.0600 -1.5764 0.6017 0.75
N 0.7000 -1.3638 1.8065 -0.35
O 0.0220 -2.6490 0.1549 -0.55
H 0.2847 -0.7685 -1.9485 0.33
H -0.9188 -2.0640 -1.6847 0.38
H -1.2217 -0.2982 -1.9574 0.36
H -1.4762 0.0590 0.2368 0.39
H 0.0291 0.5024 -0.0737 0.36
H 0.5313 -0.4325 2.2786 0.21
H 1.2631 -2.1155 2.1507 0.23
H 0.4284 2.5136 -2.6191 0.31
H 1.7346 1.9835 -2.2841 0.28
O 0.9015 1.6997 -2.4227 -0.58
H 0.3548 1.9016 2.6608 0.34
H -0.9832 2.4296 2.6244 0.31
O -0.5338 1.6591 2.1890 -0.65
```

---

Density functional theory data (the ωB97M-V functional and the def2-TZVPD basis) for a single C15H26N2 molecule.

Properties
- HOMO: -7.7 eV
- LUMO level: 0.9984 eV
- Energy relative to the best compared isomer or geometry (same formula, charge and spin): 0.00 kcal per mole
- Largest force on an atom: 0.0091 hartree/bohr
- E: -696.67107 Ha
- 2S+1: 1

Geometry as XYZ:
```
43
Properties=species:S:1:pos:R:3:mulliken_charge:R:1
C -3.2818 3.0021 0.1192 -1.19
C -3.1646 1.4846 0.2071 -0.65
C -1.7399 0.9789 -0.0199 -0.13
C -0.7802 1.3964 1.0945 -1.01
N 0.4647 0.6516 1.0496 0.87
C 1.2145 0.6999 2.2953 -1.08
C 1.9981 -0.5969 2.5104 -0.53
C 1.0592 -1.7754 2.7550 -0.26
C 1.8044 -3.1036 2.7827 -1.43
C 1.2833 1.0081 -0.1008 -1.43
C 0.9191 0.2362 -1.3415 0.23
C 0.7107 -1.1358 -1.2779 -0.14
C 0.3910 -1.8598 -2.4072 -0.79
C 0.2811 -1.2288 -3.6465 1.04
N 0.0354 -1.9626 -4.7938 -0.57
C 0.4983 0.1461 -3.7139 -0.74
C 0.8125 0.8626 -2.5755 -0.55
H -2.8947 3.3571 -0.8335 0.28
H -2.7241 3.4830 0.9186 0.30
H -4.3228 3.3075 0.2015 0.39
H -3.8135 1.0371 -0.5496 0.35
H -3.5186 1.1494 1.1849 0.34
H -1.7478 -0.1116 -0.0635 0.24
H -1.3789 1.3437 -0.9816 0.16
H -1.2610 1.1819 2.0532 0.44
H -0.5967 2.4852 1.0418 0.19
H 1.9022 1.5627 2.3261 0.30
H 0.5110 0.8147 3.1235 0.53
H 2.6690 -0.4727 3.3635 0.51
H 2.6106 -0.8039 1.6309 0.26
H 0.5381 -1.6303 3.7044 0.37
H 0.3076 -1.7866 1.9641 0.19
H 2.5573 -3.1034 3.5686 0.36
H 2.3042 -3.2810 1.8326 0.31
H 1.1169 -3.9261 2.9673 0.38
H 1.2249 2.0914 -0.3086 0.29
H 2.3272 0.7811 0.1391 0.48
H 0.7910 -1.6317 -0.3234 0.27
H 0.2264 -2.9264 -2.3417 0.28
H -0.4026 -2.8595 -4.6571 0.22
H -0.3229 -1.4444 -5.5800 0.22
H 0.4178 0.6494 -4.6674 0.28
H 0.9733 1.9297 -2.6505 0.40
```

---

LUMO level of number 2 (C15H26N2)?
0.9984 eV

---

The lowest energy relative to the best compared isomer or geometry (same formula, charge and spin) belongs to which entry?
C15H26N2